No. 1
# C2H7NOS

C2H7NOS as an isolated structure (ωB97M-V/def2-TZVPD, the OMol25 dataset).

The geometry in XYZ format:
```
12
Properties=species:S:1:pos:R:3:lowdin_spin:R:1
C -1.3718 -1.0172 0.2193 0.058
C -0.3439 -0.2027 -0.3166 0.485
N 2.3473 0.5186 -0.0196 0.054
O -0.9856 1.5157 0.1114 0.800
S 1.1945 -0.6211 0.5967 0.501
H -0.9743 -2.0712 0.2110 0.026
H -1.4540 -0.6798 1.2533 0.009
H -2.2765 -0.8879 -0.4283 0.000
H -0.2103 -0.1513 -1.4295 0.036
H 1.8915 1.4703 0.0679 0.009
H 2.5345 0.2110 -1.0154 0.009
H -0.3512 1.9155 0.7500 0.013
```

Values from the calculation:
orbital gap (spin up / spin down)	6.154 / 6.414	eV
LUMO level (spin up / spin down)	0.61 / -3.27	eV
2S+1	3
ΔE to the lowest compared entry with this formula, charge and spin	2.364	eV

---

No. 2
# C12H24BClN2O7P

A 2-piece molecular cluster, C12H24BClN2O7P overall (ωB97M-V/def2-TZVPD, the OMol25 dataset).

The geometry in XYZ format:
```
48
Properties=species:S:1:pos:R:3:nbo_charge:R:1
C -1.0178 -3.1801 0.5797 -1.078
B -2.0802 -2.3557 -0.3626 1.035
O -2.7350 -3.1548 -1.4586 -0.910
C -2.5430 -0.7880 -0.2152 -0.280
O -3.6026 -0.5298 0.7712 -0.547
C -3.4283 -1.2786 2.0178 -0.048
Cl -4.4227 -0.3325 3.3199 -0.123
C -1.2593 0.2833 -0.0898 0.242
O -0.5289 0.1036 -1.3864 -0.505
C -0.8888 1.1747 -2.3374 0.482
N -1.4096 1.8165 -3.3631 -0.382
O -0.4925 -0.0551 1.0953 -0.537
C 0.5456 0.8915 1.4706 -0.093
C 1.9017 0.8893 0.5369 -0.463
C 2.2169 2.4608 0.1303 -0.212
C 3.0445 2.6386 -1.2797 -0.632
C 3.0665 3.1705 1.3839 -0.644
P -2.0916 2.0152 -0.0896 1.176
N -2.4638 2.3278 1.6412 -1.136
O -3.6374 2.0141 -0.8886 -0.972
H -0.0937 -3.5993 -0.0328 0.326
H -1.5950 -4.1519 0.9631 0.236
H -0.6954 -2.6123 1.5692 0.242
H -2.0323 -3.8665 -1.6481 0.501
H -3.0253 -0.4993 -1.2705 0.221
H -2.3389 -1.3135 2.4429 0.225
H -3.9439 -2.3559 1.9959 0.212
H 0.9235 0.5544 2.5536 0.206
H 0.2230 2.0079 1.5975 0.186
H 1.8730 0.1523 -0.3708 0.267
H 2.8305 0.5457 1.2034 0.222
H 1.2258 3.1142 0.0098 0.198
H 4.0447 2.0298 -1.1726 0.215
H 2.3445 2.2628 -2.1486 0.229
H 3.3082 3.7969 -1.3826 0.206
H 4.2237 2.9988 1.2366 0.211
H 2.8763 4.3256 1.4660 0.208
H 2.7657 2.7064 2.4236 0.206
H -2.2395 1.5090 2.2480 0.397
H -2.0345 3.2161 1.9818 0.395
H -3.6205 1.5385 -1.7704 0.505
C 2.4384 -2.4350 -2.3220 -0.730
C 2.3484 -3.5991 -1.3503 0.746
O 2.1181 -4.7236 -1.8758 -0.788
O 2.5162 -3.2904 -0.1373 -0.803
H 2.2849 -2.7651 -3.3538 0.198
H 1.6749 -1.6898 -2.0801 0.190
H 3.4253 -1.9682 -2.2514 0.200
```

Values from the calculation:
orbital gap	6.498	eV
net charge	-1
LUMO level	2.02	eV
2S+1	1

---

No. 3
# C29H28Cl5KN3OS5

C29H28Cl5KN3OS5 as an isolated structure (ωB97M-V/def2-TZVPD, the OMol25 dataset).

The geometry in XYZ format:
```
72
Properties=species:S:1:pos:R:3:lowdin_spin:R:1
K -1.7892 -0.3328 -0.0583 0.001
C 0.8232 1.9145 -4.2857 0.000
C 1.9052 0.8706 -3.9703 0.000
S 2.2771 0.5612 -2.2155 0.001
C 3.0885 2.1112 -1.7922 0.000
C 3.6591 2.1298 -0.3651 0.000
S 2.6571 1.4567 0.9830 0.001
C 1.6553 2.8902 1.5050 0.000
C 0.9562 3.7066 0.4194 0.000
S 0.0273 2.6363 -0.6784 0.000
C -0.3491 3.7652 -1.9984 0.000
C -1.2826 3.1579 -3.0239 0.000
S -0.7961 1.5250 -3.5920 0.000
H 0.7113 2.0023 -5.3891 0.000
H 1.1454 2.8828 -3.9465 0.000
H 2.8372 1.0928 -4.4710 0.000
H 1.6019 -0.1182 -4.3298 0.000
H 2.3828 2.9187 -1.8723 0.000
H 3.8544 2.3562 -2.5239 0.000
H 3.9145 3.1721 -0.1632 0.000
H 4.5941 1.5927 -0.3638 0.000
H 2.2798 3.5592 2.0967 0.000
H 0.8784 2.4108 2.1153 0.000
H 1.6219 4.2561 -0.2247 0.000
H 0.2942 4.4423 0.8929 0.000
H 0.6065 4.0715 -2.4927 0.000
H -0.7817 4.7013 -1.6395 0.000
H -1.4058 3.8261 -3.8649 0.000
H -2.3031 2.9524 -2.5912 0.000
C 1.5442 -3.1698 2.3752 0.024
C 0.6946 -2.4684 1.3653 0.164
N 0.1190 -1.3077 1.6254 0.100
N 0.3501 -0.8959 2.8602 -0.028
C -0.1838 0.1825 3.3040 0.155
O -0.9183 1.0863 2.4878 0.026
C 0.2894 0.6779 4.6226 0.013
C 1.1354 -0.1485 5.4135 0.036
C 1.5492 0.2518 6.6668 0.000
C 1.2069 1.5166 7.1682 0.051
C 0.4254 2.3591 6.3823 -0.001
C -0.0264 1.9479 5.1390 0.039
C 0.5543 -3.0180 0.0590 0.082
C 1.2067 -4.2364 -0.2948 0.056
C 1.2217 -4.7158 -1.5806 0.025
C 0.4319 -4.0204 -2.5005 0.107
C -0.2990 -2.9461 -2.0371 0.003
N -0.2631 -2.4284 -0.8410 0.098
H 1.5583 -2.6010 3.3154 0.000
H 2.5895 -3.2490 1.9751 0.008
H 1.2584 -4.1886 2.6782 0.006
H 1.4717 -1.1080 5.0279 0.003
H 2.1728 -0.4005 7.2692 -0.001
H 1.5271 1.8138 8.1757 0.004
H 0.1655 3.3505 6.7281 -0.001
H -0.7021 2.6069 4.5747 0.003
H 1.8133 -4.7113 0.5049 0.005
H 1.7179 -5.6536 -1.7569 0.000
H 0.2727 -4.3897 -3.5083 0.009
H -1.0245 -2.4691 -2.6990 -0.002
Cl -4.8557 0.4028 -2.9789 0.000
C -4.5390 -1.3472 -2.9001 0.000
C -3.9137 -1.8531 -1.7776 0.000
C -3.9652 -3.2177 -1.6251 0.000
Cl -3.5073 -3.9170 -0.0533 0.000
C -4.4912 -4.1010 -2.5719 0.000
Cl -4.3989 -5.8394 -2.3816 0.000
C -5.0266 -3.5057 -3.7399 0.000
Cl -5.6419 -4.5462 -5.0239 0.000
C -5.1215 -2.1214 -3.8979 0.000
Cl -5.9861 -1.4268 -5.2813 0.000
S -3.1857 0.0584 3.1678 0.006
C -2.2898 1.2363 2.4040 0.005
```

Values from the calculation:
orbital gap (spin up / spin down)	3.209 / 4.457	eV
net charge	-2
LUMO level (spin up / spin down)	3.43 / 3.43	eV
2S+1	2
ΔE to the lowest compared entry with this formula, charge and spin	0.000	eV

---

Taking the records one at a time from the top gives electronic energy values of -16553.5815 -52628.8977 -170156.6130 eV.